Record 1
Below is a 3-piece molecular cluster, C25H30ClNO4P overall in a non-equilibrium geometry, with properties calculated with ωB97M-V/def2-TZVPD.

The geometry in XYZ format:
```
62
Properties=species:S:1:pos:R:3:forces:R:3:nbo_charge:R:1
C 0.608626 2.760028 2.182063 0.6 -0.8 0.5 -0.62
C 1.514769 1.662143 1.591832 -1.1 0.4 -0.3 -0.15
Cl 3.248421 2.195222 1.726467 -0.1 -0.1 0.0 -0.14
C 1.142506 1.303198 0.142143 0.3 0.7 1.0 -0.76
P 1.575782 -0.544877 -0.265823 -0.6 0.5 -0.9 0.88
C 0.058052 -1.169835 0.784834 0.9 -0.5 0.5 -0.82
C 0.614435 -1.966369 1.952346 -0.9 0.4 0.0 0.15
N -0.002545 -2.179772 3.052733 0.3 0.0 -0.1 -0.68
C 3.047569 -0.114223 -1.415657 0.8 -0.4 -0.1 -0.70
C 4.466590 -0.339214 -0.813058 -0.2 -0.2 -0.9 -0.43
C 4.660245 -1.646273 -0.072624 -0.1 0.9 0.3 0.01
C 4.402428 -2.897790 -0.595998 -0.1 0.2 -0.7 -0.16
C 4.580511 -4.020089 0.180378 -0.3 -1.2 -0.5 -0.24
C 5.009210 -3.948381 1.478790 0.3 0.0 1.1 -0.24
C 5.276403 -2.703282 2.023165 0.2 0.0 0.1 -0.21
C 5.099163 -1.588483 1.238041 0.3 0.8 0.6 -0.22
H 0.646001 3.684888 1.602386 -0.1 -0.1 0.1 0.20
H 0.931063 2.906381 3.222111 -0.1 0.4 -0.2 0.20
H -0.404826 2.343362 2.249031 0.1 0.2 -0.3 0.21
H 1.406393 0.802389 2.261557 0.4 -0.1 -0.2 0.21
H 0.064024 1.509505 0.083767 0.1 -0.3 -0.2 0.20
H 1.634535 2.050012 -0.497434 0.0 -0.3 -0.1 0.20
H 2.405232 -0.566368 0.938177 0.2 -0.1 0.0 -0.19
H 1.850118 -1.962986 -0.535620 0.0 -0.1 0.1 -0.18
H 0.692431 -0.450899 -1.450439 0.0 -0.1 -0.1 -0.20
H -0.593468 -0.358205 1.128195 -0.1 -0.3 0.1 0.20
H -0.514822 -1.895069 0.185480 0.2 0.3 -0.2 0.21
H 1.624837 -2.379394 1.838136 -0.2 0.0 -0.1 0.17
H -0.907861 -1.705209 2.984810 0.0 -0.1 0.1 0.32
H 2.965971 -0.792069 -2.283401 -0.2 0.1 0.2 0.18
H 3.028442 0.904375 -1.828972 -0.2 -0.1 0.2 0.19
H 5.172861 -0.355023 -1.663108 0.0 0.2 0.2 0.19
H 4.747221 0.511686 -0.185616 -0.1 -0.3 0.1 0.21
H 4.029918 -2.998540 -1.611870 0.0 0.0 0.1 0.20
H 4.349567 -5.002535 -0.228504 0.0 0.2 -0.1 0.20
H 5.124222 -4.824589 2.111721 -0.1 -0.1 -0.3 0.20
H 5.621846 -2.563362 3.044110 -0.1 -0.2 -0.1 0.20
H 5.291935 -0.614569 1.686312 -0.1 -0.1 -0.2 0.21
C -6.263083 -0.122924 0.781289 0.0 0.1 0.1 -0.23
C -5.327163 0.142579 1.687859 -0.1 0.0 0.0 -0.23
C -3.910643 -0.253048 1.473123 0.1 0.0 0.0 0.48
O -3.064533 -0.008702 2.304692 -0.1 0.0 0.0 -0.48
C -3.581817 -0.954994 0.205343 0.0 -0.1 0.0 -0.20
C -4.523520 -1.218391 -0.699133 0.0 0.0 0.1 -0.26
C -5.933251 -0.824261 -0.484563 0.0 -0.1 -0.1 0.48
O -6.792937 -1.061981 -1.310078 0.0 0.0 0.0 -0.51
H -7.300186 0.156533 0.919767 0.0 0.0 0.0 0.22
H -5.548407 0.653774 2.616642 0.0 0.0 0.0 0.23
H -2.546942 -1.235053 0.061984 0.0 0.1 0.1 0.27
H -4.303492 -1.728863 -1.628308 0.0 0.0 0.0 0.23
C -3.124468 2.581974 -4.086581 0.0 -0.1 0.0 -0.25
C -2.581429 1.590709 -3.384023 0.0 0.0 -0.1 -0.20
C -2.361711 1.715046 -1.922186 0.1 0.0 0.0 0.46
O -1.867468 0.816459 -1.281723 -0.2 0.0 0.0 -0.46
C -2.770683 2.986232 -1.274350 0.0 0.1 0.0 -0.21
C -3.313583 3.976679 -1.977991 0.0 0.0 0.1 -0.25
C -3.533842 3.851729 -3.439135 0.0 0.1 0.0 0.48
O -4.031204 4.754809 -4.081082 0.0 0.0 0.0 -0.51
H -3.292604 2.511242 -5.153721 0.0 0.0 0.0 0.23
H -2.276035 0.656330 -3.837758 0.0 0.0 0.1 0.23
H -2.601135 3.057038 -0.206656 0.1 0.0 0.0 0.24
H -3.617670 4.911300 -1.523876 0.0 0.0 0.0 0.23
```
Positions in Å, forces in eV/Å.

Values from the calculation:
Total charge   -1
Max |F|   1.31 eV Å⁻¹
Calculated total energy   -2127.74095 Eh

Record 2
Below is C25H30CrN5O4S2Se as an isolated structure in a non-equilibrium geometry, with properties calculated with ωB97M-V/def2-TZVPD.

The geometry in XYZ format:
```
68
Properties=species:S:1:pos:R:3:forces:R:3:nbo_charge:R:1
Cr 0.160378 -0.594152 -0.219319 0.9 1.4 -0.4 1.56
C -0.669679 0.731003 3.816324 0.0 0.0 0.0 -0.65
C -1.373852 0.373737 2.537893 0.0 0.0 -0.1 0.05
C -1.188534 -0.890942 1.943256 -0.4 -0.1 0.2 -0.34
C -2.075908 -1.339154 0.942284 -0.2 0.1 0.3 -0.04
C -2.351806 -2.812552 0.786578 0.1 0.0 -0.1 -0.63
C -2.971217 -0.417113 0.389623 0.1 0.1 0.0 -0.17
C -3.086714 0.874129 0.887929 0.0 -0.2 0.0 0.06
C -4.109769 1.818634 0.339719 -0.1 0.0 0.1 -0.64
C -2.307640 1.234216 1.991405 0.1 -0.1 0.1 -0.19
H -1.382657 0.682111 4.641780 0.0 0.0 0.0 0.26
H -0.288987 1.753079 3.797590 0.0 0.0 0.0 0.23
H 0.140165 0.039247 4.044843 0.0 0.0 0.0 0.22
H -0.600750 -1.626868 2.485940 0.1 0.0 -0.1 0.24
H -3.224591 -3.044319 1.399293 0.0 0.0 0.0 0.26
H -1.532991 -3.423590 1.158635 0.0 0.0 0.0 0.21
H -2.602649 -3.093833 -0.237656 0.0 0.0 0.0 0.21
H -3.654046 -0.743075 -0.387504 0.0 0.0 0.0 0.22
H -4.985870 1.820269 0.992722 0.0 0.0 0.0 0.25
H -4.431135 1.525867 -0.657222 0.0 0.0 0.0 0.23
H -3.732371 2.839911 0.308399 0.0 0.0 0.0 0.24
H -2.472511 2.199554 2.457833 0.0 0.0 0.0 0.23
O -1.520706 1.644514 -1.622657 0.7 -0.2 -0.1 -0.40
N -0.509476 2.047091 -1.069626 -1.0 0.8 0.5 0.72
O 0.019306 3.113448 -1.256162 0.2 -0.5 -0.1 -0.34
O -0.038767 1.328935 -0.031420 0.0 -0.6 -0.4 -0.65
S 3.141624 0.860718 2.950659 0.0 -0.1 -0.1 0.56
C 1.788020 0.730288 1.937764 0.1 0.1 0.0 -0.09
N 1.719335 -0.332319 1.179176 -0.1 -0.2 -0.2 -0.57
C 2.847195 -1.140358 1.361459 0.4 -0.1 0.3 0.16
C 3.181634 -2.312047 0.680821 -0.1 0.0 0.0 -0.26
C 4.358359 -2.959072 0.991392 -0.1 0.0 0.0 -0.17
C 5.216311 -2.471607 1.982484 0.0 0.1 0.1 -0.18
C 4.918747 -1.305466 2.654058 0.1 0.0 0.0 -0.19
C 3.740587 -0.643267 2.322242 -0.3 0.1 -0.1 -0.23
H 1.036051 1.503512 1.908545 0.0 0.0 0.0 0.27
H 2.540740 -2.680853 -0.101169 0.0 0.0 -0.1 0.20
H 4.625610 -3.863692 0.461218 0.0 0.0 0.0 0.24
H 6.120689 -3.013691 2.221217 0.0 0.0 0.0 0.25
H 5.576611 -0.911162 3.416759 0.0 0.0 0.0 0.25
C 3.589526 -1.350365 -3.669055 0.0 0.0 0.0 -0.62
C 3.522417 0.123468 -3.298214 0.0 -0.3 0.3 -0.55
S 3.028071 0.273671 -1.563091 0.3 0.6 -0.3 1.24
O 1.550606 -0.169160 -1.634306 -0.9 -0.5 0.2 -1.01
C 3.020055 2.082088 -1.397934 0.2 -0.2 0.1 -0.58
C 4.405242 2.551334 -0.969418 0.0 0.0 -0.1 -0.63
H 3.851081 -1.458665 -4.720101 0.0 0.0 0.0 0.25
H 2.620463 -1.825471 -3.511012 0.0 0.0 0.0 0.21
H 4.339292 -1.875851 -3.077039 0.0 0.0 0.0 0.23
H 2.786770 0.664630 -3.893151 0.0 0.1 0.1 0.25
H 4.496743 0.608664 -3.374921 0.0 0.1 0.0 0.25
H 2.274129 2.299481 -0.635329 -0.1 -0.1 0.0 0.26
H 2.700008 2.524839 -2.339847 -0.1 0.0 0.0 0.25
H 4.723182 2.067217 -0.045023 0.0 0.0 0.0 0.22
H 4.377416 3.626071 -0.795765 0.0 0.0 0.0 0.26
H 5.159284 2.365057 -1.734499 0.0 0.0 0.0 0.22
Se 0.509861 -4.432159 -0.703534 0.3 0.2 0.4 1.17
N -0.469112 -4.725185 -2.100083 -0.4 -0.2 -0.6 -0.55
C -0.964209 -3.581843 -2.550506 0.3 0.1 0.4 0.12
C -1.826003 -3.338494 -3.651413 -0.2 0.3 -0.2 -0.10
C -2.194805 -2.039082 -3.867729 -0.1 -0.4 -0.1 -0.24
C -1.777975 -0.988096 -3.006320 0.2 0.3 0.5 0.17
N -0.990788 -1.186560 -1.972502 0.0 0.4 0.0 -0.51
C -0.570820 -2.447223 -1.780316 0.2 -0.7 0.1 0.29
N 0.231843 -2.660263 -0.746711 -0.1 -0.1 -0.2 -0.77
H -2.175062 -4.154986 -4.269320 0.0 0.0 0.0 0.27
H -2.843491 -1.784180 -4.693714 0.0 0.0 0.0 0.27
H -2.119761 0.027435 -3.157052 0.0 0.0 0.0 0.26
```
Positions in Å, forces in eV/Å.

Values from the calculation:
Total charge   +2
Expectation value of S²   3.792
Spin multiplicity   4
Max |F|   1.70 eV Å⁻¹
Calculated total energy   -5787.08078 Eh

Record 3
Below is C25H30F3GeIN4SbV as an isolated structure, with properties calculated with ωB97M-V/def2-TZVPD.

The geometry in XYZ format:
```
66
Properties=species:S:1:pos:R:3:forces:R:3:nbo_charge:R:1
V 0.085471 0.055116 -1.742259 -0.3 -0.3 0.0 1.20
C -1.809818 3.599137 -3.108356 0.1 0.0 -0.1 -1.11
Ge -2.204662 2.678063 -1.425805 -0.2 0.2 -0.1 1.62
C -4.105637 2.515507 -1.075086 0.0 0.0 0.0 -1.07
C -1.189018 3.343658 0.098316 0.1 0.0 0.1 -1.10
C -1.669682 0.715919 -1.734138 0.1 0.0 0.1 -1.11
H -1.169368 4.469027 -2.949195 0.0 0.0 0.0 0.25
H -2.740306 3.970680 -3.538136 0.0 0.0 0.0 0.29
H -1.367516 2.958664 -3.880375 0.0 0.0 0.1 0.22
H -4.522652 3.512784 -0.923530 0.0 0.0 0.0 0.28
H -4.291421 1.933791 -0.172225 0.0 0.0 0.0 0.24
H -4.634043 2.053305 -1.908473 0.0 0.0 0.0 0.26
H -0.828735 4.353955 -0.101730 0.0 0.0 0.0 0.27
H -0.320865 2.730316 0.352458 0.0 0.0 0.0 0.22
H -1.832034 3.394820 0.977931 0.0 0.0 0.0 0.26
H -2.087176 0.354410 -2.689117 0.0 0.1 0.0 0.26
H -2.090662 0.129226 -0.894501 0.0 0.0 0.0 0.29
N -0.132470 -1.962178 -2.377924 0.1 0.4 -0.1 -0.63
N 0.442836 -1.152588 -3.426542 0.1 0.0 0.2 -0.65
H 0.450038 -2.760105 -2.125655 0.0 0.0 0.0 0.45
H -1.077924 -2.263552 -2.608864 0.0 -0.1 0.0 0.44
H -0.128707 -1.132797 -4.269606 0.0 0.0 0.0 0.43
H 1.376324 -1.477370 -3.674918 0.0 0.0 0.0 0.44
I 4.522857 3.726904 0.261821 0.0 0.0 0.0 0.35
C 2.947560 2.997531 -0.832892 0.0 0.0 -0.1 -0.29
C 2.284645 3.615755 -1.889637 0.0 0.1 0.0 0.05
N 1.322244 2.795667 -2.312716 0.0 0.0 0.0 -0.30
N 1.289851 1.658048 -1.578430 0.1 -0.3 -0.1 -0.43
C 2.298132 1.786451 -0.682356 -0.1 0.0 0.1 -0.01
H 2.439758 4.578893 -2.353415 0.0 0.0 0.0 0.28
H 0.633097 2.976978 -3.028630 0.0 0.0 0.0 0.45
H 2.492503 1.008579 0.038867 0.0 0.0 0.0 0.24
F 2.530051 2.571315 5.211620 0.0 0.0 0.0 -0.27
C 2.023119 1.801561 4.268316 0.0 0.0 0.0 0.46
C 0.669790 1.908280 3.976116 0.0 0.0 0.0 -0.24
C 0.141141 1.104705 2.984750 -0.1 0.0 -0.1 -0.23
C 0.963792 0.202915 2.306782 0.1 0.1 0.1 -0.35
C 2.323874 0.113889 2.618129 0.0 -0.1 0.0 -0.24
C 2.861721 0.914479 3.607699 0.0 0.1 0.0 -0.25
Sb 0.256373 -1.042133 0.802071 0.0 0.1 -0.2 1.46
C 1.685299 -2.511551 0.413941 0.1 -0.2 0.1 -0.45
C 1.779415 -3.663630 1.199062 0.0 0.0 0.0 -0.18
C 2.755627 -4.609926 0.936934 0.1 0.0 0.0 -0.26
C 3.635575 -4.390554 -0.112962 0.0 0.0 0.0 0.52
F 4.563804 -5.290540 -0.370170 0.0 0.0 0.0 -0.27
C 3.582735 -3.246639 -0.900126 0.0 0.0 0.0 -0.28
C 2.601147 -2.310146 -0.623886 0.0 0.1 0.0 -0.26
C -1.599014 -1.923558 1.140321 -0.1 -0.1 0.1 -0.44
C -1.786522 -3.271315 0.823264 0.1 0.0 -0.1 -0.21
C -3.016192 -3.872015 1.028332 0.0 0.0 0.0 -0.28
C -4.048987 -3.106851 1.548969 0.0 0.0 0.0 0.53
F -5.222792 -3.673316 1.750900 0.0 0.0 0.0 -0.28
C -3.891421 -1.763934 1.867849 0.0 -0.1 0.0 -0.28
C -2.659284 -1.174306 1.657898 0.0 0.1 0.0 -0.20
H 0.057793 2.604669 4.533695 0.0 0.0 0.0 0.27
H -0.916422 1.183280 2.766350 0.0 0.0 0.0 0.22
H 2.968843 -0.602652 2.118778 0.0 0.0 0.0 0.23
H 3.905211 0.854507 3.886067 0.0 0.0 0.0 0.27
H 1.102589 -3.833645 2.028486 0.0 0.0 0.0 0.24
H 2.852042 -5.507330 1.534118 0.0 0.0 0.0 0.27
H 4.315168 -3.105034 -1.684252 0.0 0.0 0.0 0.26
H 2.598518 -1.386257 -1.205525 0.0 0.0 0.0 0.18
H -0.971239 -3.875505 0.440370 0.0 0.0 0.0 0.23
H -3.183179 -4.918391 0.810227 0.0 0.0 0.0 0.27
H -4.724433 -1.214560 2.285997 0.0 0.0 0.0 0.27
H -2.536759 -0.130405 1.924995 0.0 0.0 0.0 0.22
```
Positions in Å, forces in eV/Å.

Values from the calculation:
Total charge   +3
Expectation value of S²   0.881
Spin multiplicity   2
Max |F|   0.45 eV Å⁻¹
Calculated total energy   -5047.02556 Eh

Question: total charge of number 3 (C25H30F3GeIN4SbV)?
Answer: +3